Record 1
Molecular formula: C4H7NO3
Method: DFT, wB97M-V/def2-TZVPD

Calculated values
- orbital gap (alpha / beta) (hartree) = 0.267 / 0.354
- LUMO (alpha / beta) (eV) = -0.3 / 0.2
- highest occupied orbital energy (alpha / beta) (hartree) = -0.2793 / -0.3464

Positions of all 15 atoms, in Å:
C  -1.5541  -0.6891  -1.7513
C  -0.9507  -0.4818  -0.3970
N  -1.5578  1.2460  1.0502
O  -2.3578  1.0553  0.0298
O  0.0170  -1.0587  -0.0046
H  -0.7384  1.8155  0.7782
H  -1.1483  0.2933  1.3175
H  -0.7737  -0.5731  -2.5049
H  -1.9782  -1.6929  -1.8044
H  -2.3284  0.0556  -1.9375
C  2.9491  -0.3872  1.2916
C  2.3408  0.5744  0.6647
O  1.7355  1.4040  0.1149
H  2.5185  -1.3745  1.2699
H  3.8265  -0.1868  1.8830

Here are the Löwdin charges for atoms 1 to 8, given in e: number 1, C, carries -0.0320; number 2, C, carries -0.2650; number 3, N, carries -0.0788; number 4, O, carries -0.1395; number 5, O, carries 0.0957; number 6, H, carries 0.0918; number 7, H, carries 0.0977; number 8, H, carries 0.0893

Record 2
Molecular formula: C4H7NO3
Method: DFT, wB97M-V/def2-TZVPD

Calculated values
- orbital gap (hartree) = 0.334
- LUMO (eV) = 0.5
- highest occupied orbital energy (hartree) = -0.3152

Positions of all 15 atoms, in Å:
C  0.6344  -0.0783  1.9096
C  1.2319  -0.2123  -0.9030
C  -0.4993  0.4559  -0.4392
C  -0.2627  0.0565  0.7523
N  -1.4163  0.6160  -1.4014
O  0.9958  -0.8864  -2.0576
O  -1.8387  0.3591  1.3866
O  2.3468  0.0491  -0.5393
H  1.8445  -1.0243  -2.5152
H  -2.3954  -0.3130  0.9620
H  -1.7240  -0.1940  -1.9211
H  -1.4719  1.5242  -1.8418
H  1.5922  0.4071  1.7302
H  0.1547  0.3774  2.7723
H  0.8079  -1.1369  2.1056

Here are the Löwdin charges for atoms 1 to 8, given in e: number 1, C, carries -0.0286; number 2, C, carries -0.4041; number 3, C, carries -0.1740; number 4, C, carries -0.1451; number 5, N, carries 0.1140; number 6, O, carries 0.0557; number 7, O, carries -0.1529; number 8, O, carries 0.0763

Computed energy relative to the best compared isomer or geometry (same formula, charge and spin) (kcal/mol) in order:
180.3 118.2
Computed M (g mol⁻¹) in order:
117.1 117.1
Computed F_max (eV Å⁻¹) in order:
4.20 7.43